{"formula": "C37H73F3N3O7", "method": "ωB97M-V/def2-TZVPD", "species": ["C", "C", "C", "C", "C", "C", "C", "C", "C", "C", "C", "C", "C", "C", "C", "C", "C", "C", "N", "C", "C", "O", "C", "F", "F", "F", "C", "O", "C", "C", "C", "O", "H", "H", "H", "H", "H", "H", "H", "H", "H", "H", "H", "H", "H", "H", "H", "H", "H", "H", "H", "H", "H", "H", "H", "H", "H", "H", "H", "H", "H", "H", "H", "H", "H", "H", "H", "H", "H", "H", "H", "H", "H", "H", "H", "C", "O", "C", "C", "N", "C", "C", "O", "C", "H", "H", "H", "H", "H", "H", "H", "H", "H", "H", "H", "H", "H", "H", "H", "C", "O", "C", "C", "N", "C", "C", "O", "C", "H", "H", "H", "H", "H", "H", "H", "H", "H", "H", "H", "H", "H", "H", "H"], "positions_angstrom": [[-0.9850, 4.0566, 7.8322], [-1.7635, 4.5534, 6.5902], [-3.1815, 3.9822, 6.4896], [-3.7349, 4.2018, 5.0379], [-4.1617, 2.8985, 4.3742], [-4.4658, 3.0982, 2.8621], [-5.9206, 2.7606, 2.4975], [-6.1833, 1.7063, 1.3937], [-5.4167, 0.3729, 1.4235], [-6.3295, -0.7163, 0.7980], [-5.7909, -1.5270, -0.3933], [-4.6003, -2.4623, -0.1448], [-4.0721, -3.0342, -1.4704], [-3.3969, -2.0301, -2.4056], [-1.9392, -1.6703, -1.9964], [-1.2656, -2.8342, -1.3705], [-0.9172, -3.8669, -2.1630], [-0.3545, -4.9179, -1.6130], [-0.1581, -4.9695, -0.3457], [-0.4717, -4.0064, 0.4707], [-0.1858, -4.2652, 1.9073], [1.0629, -3.7278, 2.3162], [1.1193, -3.5785, 3.6491], [2.3594, -3.4278, 3.9565], [0.6433, -4.6316, 4.2788], [0.4471, -2.5274, 4.0592], [-1.0211, -2.8831, -0.0131], [-1.3394, -1.8433, 0.7354], [-0.1697, -1.1097, 1.2085], [0.3321, -0.0220, 0.2564], [0.0769, 1.3968, 0.7542], [1.7621, -0.1895, 0.2478], [-0.9656, 4.8426, 8.5798], [-1.4128, 3.1618, 8.2681], [0.0399, 3.9062, 7.5290], [-1.2158, 4.2482, 5.7001], [-1.8166, 5.6336, 6.6647], [-3.7969, 4.5612, 7.1718], [-3.2263, 2.9176, 6.6981], [-4.5721, 4.8862, 5.1508], [-2.9465, 4.7137, 4.4913], [-3.3516, 2.1710, 4.4864], [-5.0202, 2.4523, 4.8676], [-3.7465, 2.5764, 2.2430], [-4.2896, 4.1562, 2.6815], [-6.3325, 3.6765, 2.0775], [-6.4960, 2.5447, 3.3929], [-6.0244, 2.2234, 0.4488], [-7.2521, 1.5150, 1.4677], [-5.2315, 0.1103, 2.4629], [-4.4761, 0.4340, 0.8818], [-7.2722, -0.2793, 0.4823], [-6.5761, -1.4287, 1.5838], [-5.6293, -0.8773, -1.2517], [-6.6183, -2.1868, -0.6592], [-3.8577, -1.9996, 0.5044], [-4.9980, -3.3029, 0.4249], [-3.4574, -3.9113, -1.2693], [-4.9533, -3.4083, -1.9903], [-3.3929, -2.4042, -3.4237], [-3.9876, -1.1239, -2.3670], [-1.9597, -0.7882, -1.3781], [-1.3920, -1.4203, -2.9032], [-1.0784, -3.8473, -3.2222], [-0.0568, -5.7456, -2.2266], [0.2501, -5.8084, 0.0398], [-0.1167, -5.3484, 2.0231], [-1.0281, -3.9696, 2.5246], [-0.4324, -0.6496, 2.1526], [0.6541, -1.7939, 1.3642], [0.0114, -0.1424, -0.7761], [-0.9263, 1.7247, 0.5027], [0.2784, 1.4311, 1.8212], [0.8168, 2.0416, 0.2973], [2.0833, 0.1045, -0.6085], [2.2419, 6.3995, -5.3220], [3.1597, 5.3512, -5.0664], [4.3420, 5.7802, -4.3988], [4.4060, 5.1926, -3.0055], [3.3894, 5.7826, -2.1419], [3.2337, 5.1029, -0.8602], [2.7129, 3.6691, -0.8814], [1.3675, 3.5476, -1.3229], [1.2083, 3.4390, -2.7284], [1.4321, 5.9931, -5.9256], [1.8170, 6.7925, -4.3919], [2.7170, 7.2120, -5.8781], [4.4227, 6.8698, -4.3736], [5.1893, 5.3987, -4.9755], [5.3942, 5.3838, -2.5786], [4.2743, 4.1057, -3.0985], [2.5006, 5.7627, -2.6240], [2.5337, 5.7003, -0.2710], [4.1903, 5.1254, -0.3300], [2.7175, 3.3115, 0.1532], [3.3685, 2.9900, -1.4393], [2.0553, 2.9383, -3.2035], [1.0536, 4.4205, -3.1810], [0.3077, 2.8507, -2.9160], [7.3966, -5.5502, -2.2624], [6.2905, -5.7265, -3.1330], [5.2250, -6.4659, -2.5585], [4.0085, -5.5809, -2.3786], [4.2314, -4.5882, -1.3338], [3.2032, -3.5571, -1.2670], [3.0683, -2.6081, -2.4558], [4.1708, -1.7495, -2.6336], [5.2340, -2.2794, -3.4138], [8.1925, -5.0722, -2.8296], [7.1382, -4.9044, -1.4163], [7.7616, -6.5111, -1.8910], [5.5158, -6.9375, -1.6161], [4.9730, -7.2635, -3.2638], [3.1476, -6.2027, -2.1058], [3.7993, -5.1062, -3.3469], [5.1232, -4.1390, -1.4958], [3.4241, -2.9506, -0.3849], [2.2332, -4.0379, -1.0851], [2.2147, -1.9530, -2.2435], [2.8241, -3.1312, -3.3892], [4.8788, -2.9765, -4.1759], [5.9778, -2.7664, -2.7790], [5.7270, -1.4454, -3.9116]], "charge": 1, "lumo_energy_ha": -0.141, "orbital_gap_ha": 0.237, "e_homo_ha": -0.3773}

---

{"formula": "C4H11NO", "method": "ωB97M-V/def2-TZVPD", "species": ["C", "N", "C", "H", "H", "H", "H", "H", "H", "H", "C", "C", "O", "H", "H", "H", "H"], "positions_angstrom": [[-1.7554, 1.0712, 1.3963], [-1.1323, 0.9346, 0.0660], [-0.4834, 2.2039, -0.3432], [-2.3373, 0.1907, 1.6630], [-0.9719, 1.1336, 2.1594], [-2.3423, 1.9943, 1.4503], [-1.9064, 0.7326, -0.5447], [-0.1160, 2.7176, 0.5333], [-1.0780, 2.7929, -1.0393], [0.3882, 1.9092, -0.9464], [1.6888, -2.4729, -1.1849], [0.9019, -1.5623, -0.6371], [1.2149, -0.8728, 0.4953], [1.3132, -3.0117, -2.0330], [2.7061, -2.6319, -0.8574], [-0.1097, -1.3734, -0.9754], [0.6632, -0.0628, 0.5150]], "lumo_energy_ha": 0.031, "smiles": "C=CO.CNC", "orbital_gap_ha": 0.348, "e_homo_ha": -0.3168}

---

{"formula": "C8H14N3S", "method": "ωB97M-V/def2-TZVPD", "species": ["C", "C", "C", "C", "C", "C", "C", "C", "N", "N", "N", "S", "H", "H", "H", "H", "H", "H", "H", "H", "H", "H", "H", "H", "H", "H"], "positions_angstrom": [[-1.8131, 0.6044, -0.8862], [-3.6542, -0.6676, -0.6078], [-1.6384, 0.3090, 0.5134], [1.7785, -0.7958, -0.4603], [1.1670, 0.5897, -0.4787], [-0.5865, 0.6046, 1.4359], [0.7780, -1.9294, -0.4127], [0.6606, 2.6485, 0.6118], [-2.9836, 0.0849, -1.4129], [0.6755, 1.1842, 0.9433], [1.2855, -3.0474, 0.1274], [-2.9481, -0.7415, 0.9523], [-1.0953, 1.0651, -1.5501], [-4.5311, -1.1741, -0.9544], [2.3990, -0.8177, -1.3147], [2.5492, -0.9094, 0.2938], [1.9584, 1.1924, -0.9088], [0.3468, 0.5358, -1.1731], [-0.7027, 0.2136, 2.4412], [-0.2841, -1.7360, -0.5576], [1.7565, 2.9670, 0.2384], [-0.1429, 2.8986, -0.0705], [0.4867, 3.1738, 1.5536], [0.7870, -3.9385, 0.0225], [1.4309, 0.8149, 1.5969], [2.3206, -3.1292, 0.0571]], "charge": 1, "lumo_energy_ha": [-0.105, -0.186], "orbital_gap_ha": [0.318, 0.164], "e_homo_ha": [-0.4229, -0.3497]}

---

{"formula": "C19H26N2O3", "method": "ωB97M-V/def2-TZVPD", "species": ["C", "C", "C", "C", "C", "C", "C", "H", "H", "C", "C", "O", "H", "C", "H", "H", "C", "O", "N", "H", "C", "H", "H", "C", "N", "C", "H", "C", "H", "O", "C", "C", "H", "H", "H", "H", "H", "H", "C", "H", "H", "H", "C", "H", "H", "H", "H", "H", "H", "H"], "positions_angstrom": [[-1.9817, 1.0648, 5.3313], [-0.8259, 0.5315, 4.5410], [-0.3108, -0.7255, 4.8027], [0.7604, -1.1595, 4.0365], [1.3247, -0.3677, 3.0188], [0.8012, 0.9007, 2.7709], [-0.2627, 1.3268, 3.5314], [-0.6845, 2.3053, 3.3539], [1.2266, 1.5311, 2.0043], [2.3867, -1.1605, 2.4592], [2.3732, -2.3199, 3.1651], [1.4077, -2.3445, 4.1186], [2.9938, -3.1917, 3.0919], [3.2794, -0.7847, 1.3321], [4.1615, -1.4268, 1.3142], [3.6259, 0.2452, 1.4564], [2.6445, -0.8566, -0.0616], [3.3164, -0.7407, -1.0646], [1.3120, -1.0539, -0.0798], [0.8136, -1.1235, 0.7927], [0.5502, -1.0816, -1.3017], [-0.1323, -1.9355, -1.2920], [1.2780, -1.2222, -2.1010], [-0.2768, 0.2082, -1.5496], [-0.8932, 0.0402, -2.8737], [0.0117, 0.2084, -4.0022], [0.9452, -0.3236, -3.8311], [-0.6597, -0.3588, -5.2534], [-0.0175, -0.2343, -6.1268], [-1.8566, 0.3255, -5.5406], [-2.7291, 0.2519, -4.4407], [-2.0943, 0.8064, -3.1611], [-2.8204, 0.6977, -2.3587], [-1.8773, 1.8794, -3.3081], [-3.6137, 0.8317, -4.7108], [-3.0171, -0.7960, -4.2647], [-0.8682, -1.4280, -5.0983], [0.2385, 1.2718, -4.1865], [0.6300, 1.4446, -1.4492], [0.1040, 2.3268, -1.8083], [0.9105, 1.6155, -0.4134], [1.5394, 1.3117, -2.0283], [-1.3480, 0.2933, -0.4557], [-0.8803, 0.2143, 0.5232], [-2.0684, -0.5143, -0.5607], [-1.8691, 1.2464, -0.4887], [-0.7219, -1.3542, 5.5765], [-2.8000, 1.3421, 4.6684], [-2.3426, 0.3257, 6.0412], [-1.6831, 1.9570, 5.8806]], "lumo_energy_ha": 0.023, "smiles": "Cc1ccc2c(CC(=O)NCC(C)(C)N3CCOCC3)coc2c1", "orbital_gap_ha": 0.336, "e_homo_ha": -0.3132}

---

{"formula": "C21H46N4O7", "method": "ωB97M-V/def2-TZVPD", "species": ["N", "C", "N", "N", "C", "C", "C", "C", "C", "C", "C", "C", "O", "N", "H", "H", "H", "H", "H", "H", "H", "H", "H", "H", "H", "H", "H", "H", "H", "H", "H", "H", "C", "O", "C", "C", "O", "C", "C", "O", "C", "H", "H", "H", "H", "H", "H", "H", "H", "H", "H", "H", "H", "H", "H", "C", "O", "C", "C", "O", "C", "C", "O", "C", "H", "H", "H", "H", "H", "H", "H", "H", "H", "H", "H", "H", "H", "H"], "positions_angstrom": [[4.8742, 0.0245, 1.0946], [4.8235, 0.5639, -0.0300], [4.8917, 1.9586, -0.1811], [4.7150, -0.2704, -1.1686], [3.3152, -0.3789, -1.6198], [2.5647, -1.5185, -0.9197], [1.6861, -1.0256, 0.2481], [0.2639, -1.6141, 0.2205], [-0.8807, -0.5767, 0.3298], [-1.8127, -0.5708, -0.8967], [-2.1222, 0.8964, -1.1606], [-1.3680, 1.7015, -0.1030], [-1.4344, 2.8527, 0.0599], [-0.5242, 0.8193, 0.6191], [4.9458, 0.7540, 1.8021], [4.2138, 2.4447, 0.3861], [4.8806, 2.2714, -1.1422], [5.2280, 0.1841, -1.9226], [3.3429, -0.6221, -2.6758], [2.7643, 0.5592, -1.5434], [3.3264, -2.1952, -0.5694], [1.9696, -2.0061, -1.6819], [1.7003, 0.0535, 0.3002], [2.1641, -1.4079, 1.1385], [0.1630, -2.3175, 1.0372], [0.1089, -2.1919, -0.6786], [-1.4712, -0.9082, 1.1832], [-2.7183, -1.1310, -0.6977], [-1.4179, -1.0684, -1.7720], [-1.7553, 1.3333, -2.0849], [-3.1909, 1.0689, -1.1630], [-0.8352, 0.9889, 1.5726], [-2.9891, -3.0740, -7.4011], [-3.9492, -2.7860, -6.4085], [-3.5509, -3.1826, -5.1070], [-4.0511, -2.2162, -4.0538], [-3.3653, -0.9707, -4.0101], [-3.5865, -0.0566, -5.0786], [-4.9636, 0.5728, -5.1019], [-5.9447, -0.3448, -5.5581], [-7.1986, -0.1779, -4.9329], [-2.9265, -4.1523, -7.5843], [-3.2991, -2.5771, -8.3188], [-2.0006, -2.6946, -7.1178], [-2.4592, -3.2516, -5.0390], [-3.9783, -4.1742, -4.9085], [-3.8616, -2.6740, -3.0789], [-5.1292, -2.0716, -4.1286], [-3.3399, -0.5071, -6.0403], [-2.8646, 0.7473, -4.9121], [-4.9497, 1.4221, -5.7976], [-5.2093, 0.9419, -4.1000], [-7.0984, -0.1765, -3.8416], [-7.8250, -1.0218, -5.2179], [-7.6803, 0.7495, -5.2613], [2.0192, 1.2808, 2.8713], [2.5411, 1.8385, 4.0577], [1.6836, 2.7979, 4.6541], [1.7589, 2.7426, 6.1651], [1.1130, 1.6207, 6.7506], [1.7203, 0.3433, 6.6052], [2.9861, 0.1482, 7.4126], [4.0802, 0.8420, 6.8337], [4.9849, 1.3528, 7.7876], [2.0261, 2.0194, 2.0593], [2.6472, 0.4375, 2.5891], [0.9965, 0.9161, 3.0202], [0.6456, 2.6380, 4.3416], [2.0012, 3.7942, 4.3191], [1.2160, 3.6108, 6.5474], [2.7884, 2.8344, 6.5137], [1.8801, 0.0983, 5.5544], [0.9800, -0.3639, 6.9878], [3.2351, -0.9213, 7.4232], [2.8131, 0.4805, 8.4420], [4.4641, 1.9467, 8.5473], [5.6843, 2.0034, 7.2648], [5.5445, 0.5438, 8.2701]], "lumo_energy_ha": 0.019, "smiles": "[H]/N=C(\\N)NCCCC[C@@H]1CCC(=O)N1.COCCOCCOC.COCCOCCOC", "orbital_gap_ha": 0.353, "e_homo_ha": -0.3340}

---

What are the energy relative to the best compared isomer or geometry (same formula, charge and spin) values for these records? In order: 0.0, 189.2, 367.5, 160.3, 0.0 kJ/mol.
What are the electronic energy values for these records? In order: -2443.76909, -288.94494, -875.28200, -1074.84230, -1573.30388 a.u..